55
Properties=species:S:1:pos:R:3:forces:R:3:nbo_charge:R:1 method="wB97M-V/def2-TZVPD" smiles="CC(C)CCc1noc(CN2CCN(CC(=O)NC(C)C)CC2)n1" homo_energy_ev=-9.2 homo_lumo_gap_ha=0.3629 energy_ha=-1090.637191 e_lumo_ev=0.70 e_above_lowest_ev=0.000
C 1.731 -5.467 -2.925 -0.26 0.11 0.17 -0.614
H 1.923 -4.411 -3.096 0.10 0.10 -0.10 0.216
H 1.278 -5.876 -3.825 0.00 -0.02 -0.13 0.210
H 2.677 -5.976 -2.756 0.16 -0.08 0.00 0.198
C 0.799 -5.665 -1.732 0.17 -0.22 0.08 -0.218
C 0.360 -7.126 -1.641 -0.06 0.31 -0.01 -0.597
H -0.156 -7.427 -2.549 -0.05 -0.09 -0.08 0.208
H -0.312 -7.274 -0.799 -0.07 -0.08 0.09 0.207
H 1.225 -7.772 -1.508 0.10 -0.12 0.02 0.200
C 1.459 -5.249 -0.413 -0.15 0.17 -0.21 -0.381
H 0.741 -5.395 0.397 0.04 -0.07 0.06 0.214
H 2.321 -5.893 -0.224 0.00 -0.07 0.05 0.204
C 1.928 -3.790 -0.384 0.06 -0.22 0.01 -0.447
C 0.809 -2.869 -0.686 -0.19 0.57 -0.30 0.318
N 0.767 -2.089 -1.728 1.07 -0.43 -0.30 -0.161
O -0.426 -1.431 -1.637 -0.78 0.19 0.26 -0.285
C -1.024 -1.878 -0.525 0.44 -0.46 0.19 0.507
N -0.304 -2.757 0.099 -0.55 0.02 0.28 -0.508
C -2.326 -1.299 -0.084 -0.09 0.20 -0.10 -0.272
N -2.186 -0.015 0.574 -0.07 0.00 0.00 -0.422
C -1.737 1.055 -0.297 -0.11 0.34 0.01 -0.233
C -1.869 2.378 0.449 0.04 -0.13 -0.29 -0.232
N -1.043 2.346 1.645 -0.09 0.00 0.16 -0.455
C -1.022 3.636 2.310 -0.09 0.08 -0.01 -0.308
C -0.199 4.655 1.519 -0.08 -0.37 0.16 0.670
O -0.446 5.842 1.521 -0.18 0.39 0.08 -0.630
N 0.833 4.093 0.867 0.31 -0.17 -0.18 -0.626
H 0.898 3.085 0.898 -0.12 0.00 0.05 0.412
C 1.741 4.817 0.003 0.13 0.14 -0.09 -0.058
C 3.181 4.591 0.458 -0.26 0.19 -0.02 -0.606
H 3.863 5.174 -0.154 0.13 0.03 -0.08 0.211
H 3.300 4.894 1.495 0.04 0.01 0.09 0.217
H 3.446 3.539 0.368 0.07 -0.13 -0.01 0.198
C 1.544 4.383 -1.449 -0.04 0.21 0.25 -0.609
H 1.763 3.323 -1.561 0.04 -0.14 -0.04 0.200
H 2.206 4.945 -2.102 0.09 0.03 -0.13 0.213
H 0.518 4.562 -1.761 -0.09 0.00 -0.06 0.214
H 1.477 5.874 0.113 0.06 -0.17 -0.03 0.228
H -0.541 3.521 3.286 -0.05 0.02 -0.02 0.220
H -2.027 4.054 2.476 0.12 0.02 -0.04 0.198
C -1.498 1.272 2.510 0.16 -0.29 0.02 -0.220
C -1.368 -0.057 1.772 -0.09 0.15 0.28 -0.231
H -1.720 -0.872 2.408 0.05 -0.01 0.02 0.210
H -0.304 -0.233 1.539 -0.05 -0.02 0.04 0.173
H -0.874 1.252 3.406 -0.04 0.01 0.00 0.205
H -2.549 1.412 2.812 0.05 0.01 0.02 0.173
H -1.536 3.198 -0.190 -0.03 -0.01 -0.02 0.212
H -2.930 2.541 0.704 0.06 0.04 -0.01 0.177
H -2.368 1.072 -1.188 0.04 0.00 -0.02 0.208
H -0.689 0.924 -0.613 -0.07 0.02 -0.02 0.177
H -2.786 -1.998 0.618 0.06 -0.02 -0.16 0.232
H -2.975 -1.168 -0.953 -0.02 -0.08 0.08 0.224
H 2.723 -3.617 -1.107 0.05 0.02 0.05 0.230
H 2.302 -3.562 0.617 0.07 0.06 -0.07 0.232
H -0.094 -5.047 -1.884 0.01 0.00 0.01 0.194

***

51
Properties=species:S:1:pos:R:3:forces:R:3:nbo_charge:R:1 method="wB97M-V/def2-TZVPD" smiles="CC(C)C[C@@H]1CCCC[C@H]1OC(=O)CN1CCCCC1" homo_energy_ev=-8.5 homo_lumo_gap_ha=0.3454 energy_ha=-871.628431 e_lumo_ev=0.90 e_above_lowest_ev=0.000
C -3.027 -2.026 -1.091 -0.05 -0.12 0.27 -0.609
H -1.964 -2.246 -1.021 0.16 0.00 -0.10 0.212
H -3.165 -1.143 -1.710 0.03 0.12 -0.11 0.196
H -3.510 -2.861 -1.596 -0.03 -0.06 -0.10 0.210
C -3.642 -1.837 0.293 -0.04 0.11 0.00 -0.215
C -5.127 -1.490 0.169 0.20 -0.16 0.06 -0.606
H -5.288 -0.609 -0.443 -0.06 0.13 -0.07 0.200
H -5.658 -2.320 -0.294 -0.11 -0.05 -0.06 0.207
H -5.564 -1.314 1.150 -0.11 0.04 0.09 0.204
C -2.864 -0.883 1.220 0.05 -0.01 -0.06 -0.385
H -3.475 -0.756 2.119 0.04 -0.02 0.08 0.203
H -1.951 -1.398 1.529 -0.06 -0.02 0.11 0.214
C -2.427 0.524 0.770 0.11 -0.41 -0.11 -0.227
C -3.521 1.370 0.119 0.21 0.24 0.26 -0.402
C -3.038 2.801 -0.099 -0.10 -0.09 -0.30 -0.393
C -1.801 2.809 -0.991 0.04 0.08 0.27 -0.396
C -0.698 1.956 -0.374 0.01 -0.29 -0.20 -0.422
C -1.190 0.527 -0.135 -0.22 0.43 -0.20 0.088
H -1.395 0.053 -1.099 -0.02 0.05 0.14 0.210
O -0.149 -0.221 0.515 -0.25 0.17 0.36 -0.518
C 0.704 -0.898 -0.249 0.31 -0.29 -0.10 0.785
O 0.661 -0.935 -1.453 -0.02 0.01 -0.04 -0.611
C 1.779 -1.569 0.600 0.01 0.02 0.02 -0.304
N 3.057 -0.887 0.516 -0.16 -0.06 -0.01 -0.427
C 2.993 0.499 0.946 0.24 0.06 0.34 -0.224
C 4.409 1.038 1.126 -0.18 0.17 -0.21 -0.401
C 5.169 0.938 -0.192 0.11 -0.18 0.19 -0.397
C 5.141 -0.508 -0.673 -0.17 0.12 -0.18 -0.402
C 3.700 -0.997 -0.782 0.36 -0.13 -0.08 -0.223
H 3.685 -2.048 -1.082 -0.06 0.04 -0.06 0.202
H 3.169 -0.417 -1.554 0.01 -0.07 0.01 0.178
H 5.673 -1.137 0.042 0.06 -0.07 -0.01 0.200
H 5.630 -0.599 -1.645 0.04 -0.05 -0.01 0.208
H 6.199 1.277 -0.064 0.00 0.06 -0.06 0.208
H 4.693 1.580 -0.938 0.01 0.07 -0.05 0.194
H 4.919 0.442 1.885 0.00 0.01 0.09 0.203
H 4.366 2.073 1.469 0.01 0.01 0.06 0.206
H 2.451 0.540 1.895 -0.05 0.04 -0.06 0.204
H 2.456 1.131 0.218 -0.05 -0.01 0.02 0.160
H 1.456 -1.572 1.644 0.00 -0.06 -0.09 0.213
H 1.915 -2.595 0.252 -0.10 0.07 0.01 0.220
H 0.170 1.926 -1.036 0.05 -0.01 0.06 0.219
H -0.384 2.383 0.582 0.03 0.00 0.05 0.200
H -1.440 3.830 -1.128 0.00 -0.01 -0.10 0.212
H -2.059 2.409 -1.974 -0.02 0.03 -0.09 0.198
H -3.831 3.393 -0.560 -0.01 0.06 0.06 0.208
H -2.796 3.258 0.863 -0.02 0.06 0.06 0.194
H -4.406 1.369 0.757 -0.09 -0.08 -0.05 0.214
H -3.791 0.944 -0.848 -0.12 -0.08 -0.06 0.196
H -2.119 1.035 1.693 0.00 0.04 -0.02 0.202
H -3.594 -2.810 0.801 0.00 0.08 -0.04 0.197

***

57
Properties=species:S:1:pos:R:3:forces:R:3:nbo_charge:R:1 method="wB97M-V/def2-TZVPD" homo_energy_ev=-0.6 homo_lumo_gap_ha=0.1961 charge=-2 energy_ha=-2517.987506 e_lumo_ev=4.69 e_above_lowest_ev=0.633
Tl 1.472 0.466 1.804 0.02 0.27 0.85 0.487
S 0.359 2.917 2.685 0.39 -0.28 -0.25 -0.470
C -0.998 2.471 3.689 0.03 -0.02 0.00 -0.191
C -1.756 3.525 4.202 -0.21 0.20 0.12 -0.185
C -2.873 3.328 4.991 -0.14 0.16 0.09 -0.291
C -3.255 2.035 5.313 -0.23 -0.05 0.18 -0.276
C -2.505 0.976 4.841 -0.22 0.00 0.13 -0.228
C -1.384 1.150 4.027 0.08 -0.04 0.02 -0.181
S -0.572 -0.320 3.545 0.42 -0.16 -0.19 -0.476
H -1.439 4.534 3.965 -0.02 -0.02 -0.06 0.190
H -3.450 4.176 5.348 0.03 0.04 0.02 0.177
H -4.131 1.850 5.931 0.04 0.01 -0.02 0.178
H -2.775 -0.041 5.096 -0.05 0.00 0.00 0.198
C 1.921 -5.035 -0.038 0.09 0.56 0.08 -1.015
Sb 1.640 -2.999 0.844 0.05 -1.19 0.24 1.111
C -0.401 -3.508 1.316 0.28 0.15 -0.02 -0.996
C 2.307 -3.759 2.793 -0.05 0.28 -0.39 -1.005
H 1.628 -5.797 0.675 -0.14 -0.12 0.25 0.196
H 2.957 -5.202 -0.315 0.22 0.02 -0.05 0.198
H 1.313 -5.139 -0.931 -0.16 0.04 -0.20 0.205
H -0.429 -4.476 1.814 0.05 -0.09 0.01 0.196
H -0.997 -3.534 0.412 -0.11 0.02 -0.19 0.215
H -0.791 -2.740 1.972 -0.18 0.21 0.14 0.260
H 1.938 -4.770 2.933 -0.10 -0.15 -0.01 0.199
H 1.893 -3.110 3.556 -0.05 0.12 0.18 0.234
H 3.391 -3.756 2.870 0.13 0.04 -0.01 0.203
C 1.918 3.468 -0.857 -0.19 -0.18 -0.04 -0.652
C 0.705 3.090 -1.707 0.36 0.87 -0.39 0.282
C 1.124 2.753 -3.139 -0.10 0.00 0.17 -0.652
C -0.298 4.250 -1.728 0.16 -0.39 0.15 -0.616
O 0.032 2.003 -1.104 -0.13 -0.50 0.28 -0.822
P 0.537 0.471 -1.185 -0.30 -0.09 -0.65 2.547
O 2.017 0.352 -1.323 -0.29 0.19 -0.26 -1.171
O -0.140 -0.302 -0.096 -0.06 0.17 -0.24 -1.179
O -0.206 0.135 -2.636 0.31 0.49 0.45 -0.840
C -0.465 -1.182 -3.052 -0.25 -0.71 -0.50 0.273
C -0.671 -1.112 -4.574 0.10 0.07 0.42 -0.611
C 0.710 -2.099 -2.733 -0.13 0.15 -0.08 -0.642
C -1.729 -1.688 -2.355 0.18 0.12 -0.06 -0.646
H 2.428 4.337 -1.274 0.04 0.10 -0.04 0.179
H 2.596 2.620 -0.824 0.17 -0.06 -0.01 0.246
H 1.587 3.682 0.157 -0.02 0.09 0.11 0.238
H 1.628 3.602 -3.603 0.03 0.09 0.02 0.185
H 0.243 2.486 -3.719 -0.04 -0.01 -0.12 0.209
H 1.790 1.898 -3.106 0.19 -0.08 -0.17 0.247
H 0.148 5.134 -2.184 0.07 0.06 -0.02 0.183
H -0.597 4.476 -0.710 -0.08 0.08 0.19 0.230
H -1.180 3.962 -2.294 -0.15 -0.04 -0.11 0.200
H 0.233 -0.718 -5.037 0.07 0.01 -0.09 0.205
H -1.497 -0.444 -4.803 -0.11 0.09 -0.04 0.201
H -0.887 -2.099 -4.985 -0.01 -0.09 -0.01 0.188
H 1.616 -1.717 -3.196 0.16 0.01 -0.03 0.220
H 0.519 -3.117 -3.070 -0.05 -0.10 -0.03 0.189
H 0.856 -2.085 -1.659 0.16 -0.19 0.12 0.231
H -2.592 -1.110 -2.685 -0.10 0.05 -0.02 0.196
H -1.597 -1.538 -1.287 -0.09 -0.08 0.13 0.267
H -1.895 -2.743 -2.569 -0.06 -0.14 -0.05 0.183

***

63
Properties=species:S:1:pos:R:3:forces:R:3:nbo_charge:R:1 method="wB97M-V/def2-TZVPD" homo_energy_ev=-0.4 homo_lumo_gap_ha=0.1555 charge=-2 energy_ha=-2968.654353 e_lumo_ev=3.81
Ca 0.688 0.058 0.946 0.80 -2.34 2.56 1.820
C 1.485 1.175 5.593 1.30 0.86 -0.07 -0.727
C 1.253 -0.021 4.662 -1.59 -0.28 -1.44 0.764
O 1.208 -0.001 3.388 0.93 1.77 0.37 -0.843
O 0.957 -1.006 5.314 0.08 -1.93 1.54 -0.737
H 1.313 2.169 5.178 -0.37 0.05 -0.05 0.184
H 2.533 1.189 5.893 0.57 -0.05 -0.39 0.188
H 1.055 1.012 6.581 -0.80 0.05 -0.38 0.201
C 4.049 2.345 -1.032 -0.01 -0.81 -0.26 -0.731
C 3.006 1.383 -0.362 -1.10 2.64 2.55 0.760
O 2.768 1.640 0.861 0.87 -0.20 -0.70 -0.782
O 2.270 0.601 -0.981 0.40 -0.82 -1.93 -0.812
H 4.170 3.337 -0.595 -0.65 -0.16 0.51 0.209
H 3.798 2.501 -2.081 0.21 -0.29 -0.20 0.190
H 5.045 1.917 -0.917 0.08 -0.28 -0.38 0.210
C 2.748 -4.089 0.749 0.37 0.10 -1.84 -0.717
C 1.734 -3.209 1.432 -0.70 0.94 2.82 0.766
O 1.380 -2.111 0.865 0.90 -1.16 -0.86 -0.895
O 1.334 -3.619 2.532 0.03 -0.12 -0.76 -0.682
H 3.330 -4.866 1.244 -0.46 0.28 0.77 0.196
H 3.447 -3.460 0.197 0.06 0.02 -0.29 0.193
H 2.104 -4.598 0.032 0.22 -0.34 -0.57 0.183
C -3.687 -1.470 1.949 -0.66 -1.09 -0.91 -0.625
C -2.468 -0.613 1.755 2.17 0.38 1.77 0.089
C -2.651 0.539 2.711 -0.08 1.55 -0.40 -0.616
O -1.215 -1.104 2.062 -0.81 -0.35 -1.41 -0.943
H -3.851 -2.173 1.132 0.41 -0.59 -0.09 0.169
H -4.598 -0.878 1.871 -0.18 0.37 0.46 0.163
H -3.641 -2.018 2.890 0.01 0.06 0.07 0.207
H -2.434 -0.196 0.748 -0.69 0.34 -1.05 0.071
H -1.822 1.224 2.531 0.18 0.05 0.38 0.196
H -2.652 0.246 3.761 0.03 -0.19 -0.10 0.209
H -3.547 1.103 2.452 -0.66 0.33 0.24 0.130
C -2.378 3.307 -2.398 1.22 -0.51 1.83 -0.406
C -0.816 3.294 -2.686 0.47 0.15 1.47 -0.412
C -0.106 3.901 -1.432 0.24 0.09 -0.53 -0.664
S -0.891 3.291 0.108 0.61 -4.63 -4.99 2.155
O -0.978 4.399 0.951 -0.42 1.92 2.70 -0.919
O -0.282 1.972 0.469 -2.02 4.26 -0.62 -0.962
C -2.535 2.972 -0.833 0.38 0.37 0.48 -0.629
H -2.928 2.564 -2.975 0.23 -0.04 0.02 0.230
H -2.836 4.279 -2.579 0.28 0.09 -0.08 0.198
H -0.455 3.879 -3.531 -0.56 0.11 -0.19 0.207
H -0.359 2.313 -2.816 -0.72 -0.37 -0.06 0.247
H -0.149 4.988 -1.506 -0.68 0.16 0.61 0.216
H 0.973 3.757 -1.373 -0.01 -0.78 -0.04 0.261
H -3.191 3.621 -0.252 -0.16 0.42 -0.47 0.225
H -2.924 1.982 -0.593 0.61 -0.30 -0.25 0.259
C -0.204 -3.757 -2.426 2.51 0.03 -0.22 -0.399
C 0.926 -3.173 -3.408 -1.65 -2.01 -1.05 -0.419
C 1.234 -1.800 -3.078 -0.49 2.62 2.09 -0.597
S -0.430 -1.075 -2.514 -0.36 -0.72 0.56 2.068
O -1.048 -0.362 -3.664 0.91 -0.52 1.74 -0.966
O -0.340 -0.485 -1.174 -0.60 -0.26 -2.43 -0.930
C -1.318 -2.734 -2.372 1.63 0.41 -1.21 -0.620
H 0.378 -3.981 -1.532 -0.62 0.24 0.55 0.245
H -0.500 -4.712 -2.860 -0.36 0.06 0.10 0.201
H 0.542 -3.150 -4.428 -0.32 -0.41 -0.28 0.182
H 1.770 -3.861 -3.436 0.15 0.21 0.29 0.224
H 1.548 -1.076 -3.830 0.09 -0.42 -0.19 0.238
H 1.874 -1.717 -2.200 -0.04 0.29 0.18 0.289
H -1.618 -2.868 -3.411 -1.38 0.56 0.18 0.214
H -2.064 -2.772 -1.579 0.22 0.17 -0.17 0.276